Entry 1:
This record from the OMol25 dataset describes a cluster of 7 separate species, C17H48N8O15P2 in total. The level of theory is ωB97M-V/def2-TZVPD.

Geometry as ORCA input:
```
! wB97M-V def2-TZVPD RIJCOSX def2/J DEFGRID3
* xyz 0 1
C -12.9141 -14.3811 -17.6367
N -12.0785 -13.2038 -17.2529
C -10.9197 -13.6459 -16.6273
P -12.8232 -11.6650 -16.9153
O -11.8706 -10.5255 -16.8479
N -13.9709 -11.4112 -18.1601
C -13.3776 -10.8764 -19.3634
C -15.2888 -11.9677 -18.3929
N -13.6509 -11.7733 -15.4316
C -14.5804 -12.8336 -15.0500
C -13.8545 -10.4374 -14.6384
H -12.5173 -15.0622 -18.3895
H -13.7631 -14.0821 -18.2515
H -13.1934 -14.9693 -16.7626
H -11.1629 -13.6647 -15.5649
H -10.0551 -12.9965 -16.7642
H -10.5584 -14.5779 -17.0620
H -12.9496 -9.9078 -19.1051
H -12.6304 -11.6250 -19.6268
H -14.0610 -10.6501 -20.1819
H -15.9457 -11.2394 -17.9172
H -15.6141 -12.0505 -19.4299
H -15.4431 -12.8238 -17.7361
H -14.3918 -13.1190 -14.0150
H -15.6232 -12.5171 -15.0291
H -14.4239 -13.7105 -15.6782
H -12.8508 -10.1181 -14.3576
H -14.2952 -10.5380 -13.6466
H -14.2561 -9.5822 -15.1819
C -19.1684 -2.0183 -25.5451
C -19.5061 -3.1614 -24.5774
O -18.8503 -4.3840 -24.7900
P -17.4531 -4.7905 -24.0382
O -17.1663 -6.2156 -24.1001
O -16.2675 -3.8908 -24.7070
C -15.0027 -3.6242 -24.0790
C -14.2628 -2.5662 -24.9210
O -17.5002 -4.1690 -22.5242
C -18.4715 -4.7223 -21.6451
C -17.9798 -6.0992 -21.0090
H -19.8402 -1.7410 -26.3575
H -19.2219 -1.0552 -25.0375
H -18.0922 -2.0764 -25.7076
H -19.4350 -2.7634 -23.5652
H -20.5446 -3.4612 -24.7177
H -14.9649 -3.3805 -23.0172
H -14.3527 -4.4897 -23.9504
H -13.2407 -2.6005 -24.5439
H -14.2404 -2.7825 -25.9891
H -14.5788 -1.5345 -24.7662
H -18.6127 -3.9829 -20.8568
H -19.4922 -4.7630 -22.0254
H -18.8427 -6.5125 -20.4868
H -17.5784 -6.7329 -21.7998
H -17.0803 -6.0356 -20.3968
C -12.7248 3.3050 -14.3686
N -11.9362 2.0222 -14.2654
O -10.7174 2.0399 -14.1644
O -12.6069 1.0192 -14.2115
H -12.9044 3.3533 -13.2945
H -13.5585 3.2452 -15.0682
H -12.1000 4.0757 -14.8199
C -13.9997 -3.0671 -17.8152
N -13.6596 -1.7269 -18.3698
O -14.5238 -0.8655 -18.4376
O -12.5057 -1.5250 -18.6854
H -13.4987 -3.7658 -18.4853
H -15.0342 -3.3260 -18.0405
H -13.7318 -3.1070 -16.7594
C -8.5347 -4.3064 -19.2422
N -8.2971 -3.8544 -20.6658
O -8.8559 -4.4706 -21.5581
O -7.4296 -3.0456 -20.8432
H -8.6271 -3.4415 -18.5854
H -7.6376 -4.8417 -18.9311
H -9.4130 -4.9505 -19.2862
C -13.0017 3.8782 -22.8597
N -11.6720 4.0814 -23.5229
O -11.0758 5.1340 -23.2607
O -11.2276 3.2952 -24.4181
H -13.2625 4.7272 -22.2277
H -12.6722 2.9826 -22.3330
H -13.8080 3.7343 -23.5789
C -15.6658 -2.4701 -11.0601
N -16.6689 -3.2661 -11.7831
O -17.3981 -2.6305 -12.5691
O -16.7415 -4.4811 -11.4726
H -15.9033 -1.4089 -10.9856
H -14.6786 -2.7263 -11.4446
H -15.7169 -2.8742 -10.0490
*
```

Properties
SMILES ... CN(C)P(=O)(N(C)C)N(C)C.CCOP(=O)(OCC)OCC.C[N+](=O)[O-].C[N+](=O)[O-].C[N+](=O)[O-].C[N+](=O)[O-].C[N+](=O)[O-]

Atomic partial charges in e from the Löwdin method, atoms 1 to 2: -0.117, -0.299

=====

Entry 2:
This record from the OMol25 dataset describes an isolated molecule of C3H3NO2S2. The level of theory is ωB97M-V/def2-TZVPD.

Geometry as ORCA input:
```
! wB97M-V def2-TZVPD RIJCOSX def2/J DEFGRID3
* xyz 0 1
O -2.1400 -1.3294 0.8384
C -2.0492 -0.1441 0.5264
N -0.7263 0.1390 -0.2191
C -0.2375 1.5648 -0.4646
O -0.9799 2.5291 -0.2938
S 0.0583 -1.2680 -0.7681
C 1.5875 -1.0084 -0.0983
S 2.0577 0.4391 0.6455
H -2.6742 0.7015 0.6195
H 0.7147 1.4927 -1.0807
H 2.3414 -1.9756 -0.1802
*
```

Properties
SMILES ... O=CN(C=O)SC=S

Atomic partial charges in e from the Löwdin method, atoms 1 to 2: -0.012, -0.181

=====

| no. | Kohn-Sham gap (Eh) | DFT total energy (eV) |
| --- | --- | --- |
| 1 | 0.30424 | -79604.13652 |
| 2 | 0.30368 | -30412.59412 |